Density functional theory data (ωB97M-V with the def2-TZVPD basis set) for a 2-piece molecular cluster, C5H14 overall in a non-equilibrium geometry.

## Properties
- LUMO energy (alpha / beta): -0.1133 / -0.3970 Ha
- <S²>: 0.75
- Spin multiplicity: 2
- HOMO level (alpha / beta): -0.555 / -0.552 Eh
- ΔE to the lowest compared entry with this formula, charge and spin: 0.724 eV
- Charge: +1
- Calculated total energy: -198.4604 Eh

```
19
Properties=species:S:1:pos:R:3:lowdin_spin:R:1
C -1.13880 1.43072 -1.31193 0.03
C -1.42040 0.53439 -2.49701 0.01
H -1.57835 2.41111 -1.42841 0.01
H -1.58984 0.99615 -0.42963 0.00
H -0.07930 1.66566 -1.13854 0.01
H -1.19628 -0.53158 -2.37258 0.00
H -0.67996 0.68603 -3.29824 0.00
H -2.42525 0.73464 -2.85717 0.00
C 1.36731 -1.06004 1.42750 0.24
C 0.80022 0.20343 2.31777 0.27
C 0.49679 -1.24595 0.24730 0.19
H 2.34905 -0.83412 1.02967 0.00
H 1.50692 -1.93448 2.08067 0.05
H -0.28564 0.21637 2.12564 0.00
H 1.11322 -1.74839 -0.56223 0.09
H 1.27834 1.04313 1.82339 0.03
H 0.85911 0.03933 3.38568 0.01
H -0.41991 -1.77597 0.47607 0.00
H 0.42392 -0.22538 -0.25215 0.06
```

Density functional theory data (ωB97M-V with the def2-TZVPD basis set) for a 2-piece molecular cluster, C5H14 overall in a non-equilibrium geometry.

## Properties
- LUMO energy (alpha / beta): -0.1164 / -0.4059 Ha
- <S²>: 0.75
- Spin multiplicity: 2
- HOMO level (alpha / beta): -0.544 / -0.543 Eh
- ΔE to the lowest compared entry with this formula, charge and spin: 1.045 eV
- Charge: +1
- Calculated total energy: -198.4486 Eh

```
19
Properties=species:S:1:pos:R:3:lowdin_spin:R:1
C -0.42805 0.61227 -1.32881 0.28
C -0.33387 2.12502 -1.22359 0.15
C -1.86026 0.06582 -1.20289 0.22
H 0.13658 0.30484 -2.24101 0.02
H -0.06747 0.21448 -0.36629 0.11
H -0.56342 2.37824 -0.12568 0.04
H -1.02129 2.73152 -1.84264 0.05
H -2.10034 -0.40217 -2.21207 0.09
H -2.02308 -0.62094 -0.42683 0.01
H 0.67406 2.40650 -1.41739 0.02
H -2.58717 0.81842 -1.07854 0.01
C 0.73391 -1.01133 2.11677 0.01
C 1.77592 -1.59174 1.26241 0.00
H 0.48713 -1.63943 2.94775 0.00
H 1.07973 -0.16246 2.57484 0.00
H -0.17208 -0.89106 1.54273 0.00
H 1.52451 -1.74041 0.18349 0.00
H 2.08196 -2.61798 1.53920 0.00
H 2.66323 -0.97959 1.29855 0.00
```

Density functional theory data (ωB97M-V with the def2-TZVPD basis set) for a 2-piece molecular cluster, C5H14 overall in a non-equilibrium geometry.

## Properties
- LUMO energy (alpha / beta): -0.1073 / -0.3991 Ha
- <S²>: 0.75
- Spin multiplicity: 2
- HOMO level (alpha / beta): -0.565 / -0.544 Eh
- ΔE to the lowest compared entry with this formula, charge and spin: 1.337 eV
- Charge: +1
- Calculated total energy: -198.4378 Eh

```
19
Properties=species:S:1:pos:R:3:lowdin_spin:R:1
C -1.41158 -0.39469 -2.09693 0.06
C -0.24931 0.45145 -2.47527 0.04
H -1.43016 -0.52128 -1.00347 0.02
H -2.37553 0.05385 -2.28085 0.01
H -1.31304 -1.45317 -2.43553 0.00
H 0.07213 0.74396 -3.47281 0.01
H 0.66568 -0.11911 -2.38500 0.01
H -0.21775 1.33870 -1.89383 0.00
C 0.56586 0.38655 1.12105 0.27
C -0.03591 0.68487 2.57641 0.15
C 1.29423 -0.91811 1.18832 0.15
H -0.25760 0.40352 0.43083 0.07
H 1.15733 1.16480 0.60570 0.05
H 0.61931 0.32400 3.40347 0.00
H 0.84320 -1.57589 2.03661 0.00
H 1.01947 -1.45989 0.33521 0.07
H -1.03385 0.07999 2.50204 0.01
H -0.25395 1.80997 2.63864 0.05
H 2.34147 -0.99953 1.20542 0.01
```

Density functional theory data (ωB97M-V with the def2-TZVPD basis set) for C5H14AlClZr as an isolated structure in a non-equilibrium geometry.

## Properties
- LUMO energy: -0.0454 Ha
- HOMO level: -0.253 Eh
- ΔE to the lowest compared entry with this formula, charge and spin: 0.000 eV
- Charge: 0
- Calculated total energy: -948.4532 Eh

```
22
Properties=species:S:1:pos:R:3:mulliken_charge:R:1
Al -0.65881 0.21372 2.09886 0.51
Cl 1.05476 -0.15094 0.77690 -0.22
C -1.23956 2.09105 2.10721 -0.94
H -2.21833 2.15124 2.60556 0.30
H -1.33514 2.51695 1.09232 0.29
H -0.53213 2.69606 2.70108 0.27
Zr 0.43091 -0.49977 -2.19350 1.05
C 1.55337 1.44056 -2.12643 -1.37
C 1.09746 -2.52248 -1.48868 -1.37
C -1.10685 -0.56925 -3.71473 -0.87
H 0.30516 -2.97093 -0.88068 0.32
H 1.35068 -3.31256 -2.20250 0.39
H 1.92707 -2.54211 -0.77636 0.38
H 0.90906 2.22981 -1.72349 0.32
H 2.39575 1.49102 -1.43037 0.36
H 1.95181 1.88067 -3.04400 0.40
H -1.51150 0.26168 -4.36142 0.15
H -1.71074 -1.45246 -4.07726 0.15
C -0.65856 -0.62224 3.88132 -0.97
H -0.06140 -0.02581 4.58192 0.28
H -0.26272 -1.64876 3.88590 0.29
H -1.68031 -0.65547 4.28836 0.29
```

Density functional theory data (ωB97M-V with the def2-TZVPD basis set) for C5H14BClHgIrN as an isolated structure in a non-equilibrium geometry.

## Properties
- LUMO energy (alpha / beta): 0.1883 / 0.1896 Ha
- <S²>: 6.01
- Spin multiplicity: 5
- HOMO level (alpha / beta): 0.005 / -0.074 Eh
- ΔE to the lowest compared entry with this formula, charge and spin: 0.816 eV
- Charge: -2
- Calculated total energy: -996.2167 Eh

```
24
Properties=species:S:1:pos:R:3:lowdin_spin:R:1
Ir -2.34647 -1.46555 -1.33756 2.24
Cl -3.77651 0.34986 -0.95773 0.22
C -2.00255 -3.15075 -0.06123 0.21
C -0.81400 -1.84354 -2.77932 0.19
H -0.99726 -3.63791 -0.06360 0.03
H -2.45127 -3.05831 0.94938 0.03
H -2.72513 -3.87254 -0.64068 0.02
H 0.03887 -2.49598 -2.50211 0.02
H -0.52884 -0.97133 -3.38724 0.04
H -1.48913 -2.48750 -3.47940 0.02
Hg 1.36567 0.34881 -0.67268 0.07
C 2.28391 2.02881 -1.77934 0.00
C 1.21701 -1.19106 0.65276 0.82
H 3.24851 1.59566 -2.11776 0.00
H 1.61594 2.35320 -2.59594 0.00
H 2.45153 2.79086 -0.98687 0.00
H 1.34633 -2.40127 0.36798 0.04
H 0.40149 -1.11568 1.62614 0.03
B 0.35664 3.41334 3.64295 0.00
C 0.83965 2.33708 2.62058 0.00
N 1.22694 1.50378 1.86430 0.01
H -0.83247 3.58194 3.44810 0.00
H 1.00026 4.42441 3.43474 0.00
H 0.57087 2.96367 4.75451 0.00
```

Density functional theory data (ωB97M-V with the def2-TZVPD basis set) for C5H14Br2LiO2 as an isolated structure in a non-equilibrium geometry.

## Properties
- LUMO energy: 0.1037 Ha
- HOMO level: -0.166 Eh
- ΔE to the lowest compared entry with this formula, charge and spin: 0.105 eV
- Charge: -1
- Calculated total energy: -5505.1507 Eh

```
24
Properties=species:S:1:pos:R:3:mulliken_charge:R:1
Li -0.55795 1.32124 1.73599 0.56
Br -0.52591 1.01228 4.11971 -0.84
Br -1.27920 3.52526 0.65348 -0.85
C -1.98994 -1.82800 -1.25939 -1.32
C -1.71508 -1.48166 0.18855 0.64
C -0.38113 -1.99561 0.67516 -1.04
O -1.69859 -0.05749 0.40566 -0.37
H -1.24963 -1.41271 -1.94723 0.31
H -2.97157 -1.45324 -1.57030 0.40
H -1.98978 -2.90670 -1.42302 0.36
H -2.48814 -1.92677 0.82749 0.08
H -0.31457 -3.08795 0.76954 0.39
H -0.21865 -1.68136 1.71209 0.31
H 0.47138 -1.67566 0.07661 0.08
H -2.41054 0.29104 -0.15044 0.23
C 2.06150 1.88385 -1.31839 -0.97
C 2.41419 0.94219 -0.17237 -0.27
O 1.57188 1.15706 0.94654 -0.38
H 2.59729 1.60273 -2.23725 0.36
H 2.28848 2.92747 -1.10052 0.33
H 1.01553 1.80156 -1.61690 0.24
H 3.48184 1.01520 0.05550 0.25
H 2.22998 -0.07026 -0.53912 0.19
H 1.65857 2.09754 1.16862 0.30
```